Entry 1:
C16H7FeN2O4S2Se | ωB97M-V with the def2-TZVPD basis set

Geometry as XYZ:
```
33
Properties=species:S:1:pos:R:3:mulliken_charge:R:1
Fe 2.263 0.800 0.463 -0.05
S 0.650 2.264 -0.075 -0.23
C -0.252 1.501 -1.346 0.86
C -1.358 2.128 -1.918 -0.95
C -2.076 1.540 -2.952 0.52
C -3.198 2.229 -3.515 -0.05
N -4.093 2.797 -3.964 -0.61
C -1.685 0.276 -3.430 0.50
C -0.589 -0.360 -2.859 -1.06
C 0.142 0.229 -1.827 0.44
S 1.530 -0.563 -1.155 -0.18
C -2.399 -0.365 -4.494 -0.05
N -2.959 -0.889 -5.353 -0.61
H -1.662 3.099 -1.546 0.47
H -0.292 -1.335 -3.224 0.46
O 6.064 0.157 1.089 -0.66
C 4.929 0.573 0.959 0.63
O 3.973 -0.047 0.336 -0.56
C 4.490 1.972 1.498 0.64
O 5.257 2.709 2.087 -0.67
O 3.256 2.256 1.207 -0.60
Se 1.830 -0.160 2.606 0.05
C 0.165 -1.080 2.497 -0.03
C -0.712 -0.985 1.414 0.12
C -1.916 -1.672 1.414 -0.50
C -2.283 -2.469 2.492 -0.50
C -1.416 -2.573 3.572 -0.46
C -0.208 -1.894 3.572 -0.51
H -0.439 -0.365 0.574 0.26
H -2.576 -1.582 0.558 0.38
H -3.225 -3.004 2.488 0.35
H -1.679 -3.196 4.420 0.31
H 0.468 -1.990 4.414 0.31
```

Properties
Kohn-Sham gap (alpha / beta) ... 6.76 / 7.06 eV
LUMO (alpha / beta) ... 4.531 / 4.678 eV
HOMO level (alpha / beta) ... -2.226 / -2.385 eV
Relative energy (zero: lowest compared OMol25 entry of this formula, charge and spin) ... 0.000 eV
Total charge ... -2
Multiplicity ... 2
Largest force on an atom ... 0.009 Eh/bohr

Entry 2:
C16H7I2N2O5PbSe2Te2 | ωB97M-V with the def2-TZVPD basis set

Geometry as XYZ:
```
37
Properties=species:S:1:pos:R:3:mulliken_charge:R:1
Pb 3.817 9.497 10.031 1.14
O 6.493 13.457 10.793 -0.72
C 5.927 12.355 10.788 0.27
O 5.327 11.806 9.797 -0.60
C 6.058 11.421 11.996 0.28
C 6.799 11.760 13.090 -0.57
C 6.932 10.785 14.101 -0.35
C 6.221 9.557 14.092 -0.78
C 5.573 9.273 12.857 0.55
N 5.462 10.226 11.902 0.04
C 4.862 7.984 12.605 0.34
O 5.003 7.152 13.456 -0.71
O 4.178 7.910 11.562 -0.63
H 7.317 12.649 13.226 0.56
H 7.448 11.016 15.036 0.36
H 6.224 8.797 14.840 0.53
Se 4.802 10.801 6.985 0.16
Te 5.836 13.089 7.670 0.29
Te 5.612 13.448 4.891 -0.25
Se 3.494 11.998 5.348 -0.36
I 2.437 4.910 8.024 0.04
C 4.385 5.529 8.368 -0.74
C 5.519 4.591 8.356 -0.37
C 6.775 5.097 8.576 -0.44
I 8.373 3.614 8.836 -0.05
C 7.055 6.461 8.828 0.74
C 8.264 7.057 9.069 -0.43
C 8.407 8.385 9.342 -1.36
C 7.162 9.147 9.435 -0.04
N 6.026 8.622 9.175 0.45
C 5.919 7.301 8.894 0.20
C 4.594 6.916 8.472 0.93
O 3.678 7.778 8.369 -0.77
H 5.263 3.558 8.212 0.38
H 9.184 6.445 9.146 0.10
H 9.294 8.860 9.692 0.46
H 7.323 10.111 9.788 0.35
```

Properties
Kohn-Sham gap ... 6.37 eV
LUMO ... 1.437 eV
HOMO level ... -4.936 eV
Total charge ... -1
Largest force on an atom ... 0.082 Eh/bohr

Entry 3:
C16H8Co2O10S2 | ωB97M-V with the def2-TZVPD basis set

Geometry as XYZ:
```
38
Properties=species:S:1:pos:R:3:mulliken_charge:R:1
C 3.491 1.395 1.316 -0.52
C 2.522 1.774 0.396 -0.76
C 1.220 1.280 0.498 0.36
C 0.793 0.538 1.568 0.26
C 1.772 0.154 2.502 -0.54
C 3.121 0.569 2.370 -0.55
S -0.986 0.093 1.541 1.29
O -1.014 -1.352 1.655 -0.62
O -1.677 0.935 2.505 -0.59
C -1.558 0.756 -0.444 -0.30
S -0.058 1.705 -0.684 1.26
O -0.349 3.076 -0.333 -0.62
O 0.402 1.296 -1.995 -0.66
H 4.515 1.742 1.190 0.39
H 2.749 2.436 -0.428 0.44
H 1.508 -0.457 3.365 0.43
H 3.897 0.274 3.095 0.35
H -1.598 -0.296 -0.885 0.54
O -7.370 -1.687 -1.851 -0.32
C -6.831 -0.921 -2.522 0.43
Co -6.107 0.285 -3.586 0.03
C -4.950 -0.647 -4.563 0.13
O -4.229 -1.232 -5.239 -0.31
C -7.629 0.078 -4.512 0.37
O -8.608 -0.059 -5.111 -0.32
C -5.189 1.316 -1.854 -1.25
C -3.903 1.606 -1.713 0.07
C -2.678 1.712 -0.826 -0.37
Co -4.624 2.327 -3.298 -0.02
C -3.132 2.111 -4.146 0.26
O -2.165 2.012 -4.773 -0.32
C -4.813 4.069 -3.503 0.22
O -4.958 5.202 -3.720 -0.34
C -5.825 2.001 -4.739 0.46
O -6.192 2.462 -5.767 -0.45
H -6.007 1.189 -1.130 0.50
H -2.206 2.564 -1.329 0.57
H -2.960 2.025 0.165 0.49
```

Properties
Kohn-Sham gap ... 6.91 eV
LUMO ... -1.308 eV
HOMO level ... -8.222 eV
Largest force on an atom ... 0.077 Eh/bohr

Entry 4:
C16H8F5N2PdSSe2 | ωB97M-V with the def2-TZVPD basis set

Geometry as XYZ:
```
35
Properties=species:S:1:pos:R:3:mulliken_charge:R:1
Pd 0.631 0.262 0.022 0.34
Se 1.695 2.406 -0.959 -0.10
Se 3.031 1.656 0.841 0.05
C 3.588 -0.039 0.046 0.75
C 4.863 -0.551 0.238 -0.62
C 5.207 -1.708 -0.446 -0.25
C 4.279 -2.302 -1.291 -0.58
C 3.012 -1.749 -1.376 -0.42
N 2.685 -0.641 -0.723 -0.16
C 0.138 3.103 -0.012 0.72
C -0.314 4.395 -0.218 -0.51
C -1.469 4.780 0.448 -0.24
C -2.109 3.874 1.279 -0.61
C -1.575 2.599 1.420 -0.39
N -0.470 2.230 0.786 -0.24
H 5.554 -0.054 0.902 0.40
H 6.190 -2.137 -0.323 0.42
H 4.533 -3.175 -1.870 0.43
H 2.231 -2.195 -1.976 0.41
H 0.210 5.065 -0.886 0.39
H -1.866 5.774 0.308 0.42
H -3.004 4.147 1.810 0.42
H -2.041 1.854 2.052 0.43
F -5.588 -2.729 -0.540 -0.27
C -4.301 -2.529 -0.303 0.58
C -3.724 -1.287 -0.580 -0.20
F -4.452 -0.303 -1.101 -0.29
C -2.388 -1.076 -0.283 0.36
F -1.826 0.131 -0.582 -0.14
C -1.585 -2.066 0.298 0.42
S 0.039 -1.797 0.833 -0.26
C -2.177 -3.324 0.507 0.10
F -1.424 -4.311 0.980 -0.31
C -3.517 -3.557 0.228 0.21
F -4.057 -4.744 0.470 -0.26
```

Properties
Kohn-Sham gap (alpha / beta) ... 5.59 / 5.59 eV
LUMO (alpha / beta) ... -5.302 / -5.307 eV
HOMO level (alpha / beta) ... -10.893 / -10.893 eV
Relative energy (zero: lowest compared OMol25 entry of this formula, charge and spin) ... 1.094 eV
Total charge ... +1
Largest force on an atom ... 0.029 Eh/bohr

> Which value of largest force on an atom does entry 3 give?

0.077 Eh/bohr

Please write out number 3 again, unchanged.
C16H8Co2O10S2 | ωB97M-V with the def2-TZVPD basis set

Geometry as XYZ:
```
38
Properties=species:S:1:pos:R:3:mulliken_charge:R:1
C 3.491 1.395 1.316 -0.52
C 2.522 1.774 0.396 -0.76
C 1.220 1.280 0.498 0.36
C 0.793 0.538 1.568 0.26
C 1.772 0.154 2.502 -0.54
C 3.121 0.569 2.370 -0.55
S -0.986 0.093 1.541 1.29
O -1.014 -1.352 1.655 -0.62
O -1.677 0.935 2.505 -0.59
C -1.558 0.756 -0.444 -0.30
S -0.058 1.705 -0.684 1.26
O -0.349 3.076 -0.333 -0.62
O 0.402 1.296 -1.995 -0.66
H 4.515 1.742 1.190 0.39
H 2.749 2.436 -0.428 0.44
H 1.508 -0.457 3.365 0.43
H 3.897 0.274 3.095 0.35
H -1.598 -0.296 -0.885 0.54
O -7.370 -1.687 -1.851 -0.32
C -6.831 -0.921 -2.522 0.43
Co -6.107 0.285 -3.586 0.03
C -4.950 -0.647 -4.563 0.13
O -4.229 -1.232 -5.239 -0.31
C -7.629 0.078 -4.512 0.37
O -8.608 -0.059 -5.111 -0.32
C -5.189 1.316 -1.854 -1.25
C -3.903 1.606 -1.713 0.07
C -2.678 1.712 -0.826 -0.37
Co -4.624 2.327 -3.298 -0.02
C -3.132 2.111 -4.146 0.26
O -2.165 2.012 -4.773 -0.32
C -4.813 4.069 -3.503 0.22
O -4.958 5.202 -3.720 -0.34
C -5.825 2.001 -4.739 0.46
O -6.192 2.462 -5.767 -0.45
H -6.007 1.189 -1.130 0.50
H -2.206 2.564 -1.329 0.57
H -2.960 2.025 0.165 0.49
```

Properties
Kohn-Sham gap ... 6.91 eV
LUMO ... -1.308 eV
HOMO level ... -8.222 eV
Largest force on an atom ... 0.077 Eh/bohr

> Which of these has the highest largest force on an atom?

C16H7I2N2O5PbSe2Te2

> Among the records above, which one has the lowest largest force on an atom?

C16H7FeN2O4S2Se